[1]
The following is a DFT calculation (ωB97M-V with the def2-TZVPD basis set) of a 3-piece molecular cluster, C14H31N3O7S2 overall.

Element x y z (Å)
1 O -0.5928 1.6974 2.2808
2 C -0.6707 1.8524 1.0929
3 N 0.4205 2.2685 0.3074
4 C 1.4267 1.2453 0.0028
5 C 1.9965 0.5533 1.2350
6 C 2.8065 -0.6844 0.7926
7 C 1.9974 -1.9954 0.9014
8 S 1.2514 -2.6211 -0.5869
9 O 1.2401 -4.0523 -0.5189
10 O 0.0197 -1.9212 -0.8221
11 O 2.2430 -2.1708 -1.7463
12 O -1.8471 1.6590 0.4760
13 C -1.8561 1.3989 -0.9480
14 C -3.2341 0.8644 -1.3828
15 C -4.2657 0.7062 -0.2725
16 S -5.0861 2.3033 0.0134
17 H 0.1124 2.7399 -0.5311
18 H 1.0528 0.4875 -0.6945
19 H 2.2552 1.7467 -0.5052
20 H 2.6532 1.2311 1.7799
21 H 1.2081 0.2323 1.9106
22 H 3.1586 -0.5271 -0.2289
23 H 3.7056 -0.7956 1.3997
24 H 2.5791 -2.8148 1.3252
25 H 1.1539 -1.8252 1.5689
26 H 3.1539 -2.1380 -1.4218
27 H -1.6068 2.3112 -1.4826
28 H -1.1137 0.6311 -1.1553
29 H -3.6228 1.4964 -2.1824
30 H -3.0751 -0.1204 -1.8256
31 H -3.8092 0.3466 0.6466
32 H -5.0213 -0.0150 -0.5829
33 H -5.9907 1.8897 0.9037
34 C 1.2606 -5.4834 4.9818
35 N 2.4516 -4.8808 4.4176
36 C 3.4155 -5.7213 3.7263
37 C 2.6990 -3.5625 4.5087
38 O 3.6740 -3.0073 4.0353
39 H 1.5271 -6.2322 5.7301
40 H 0.6677 -5.9633 4.2012
41 H 0.6539 -4.7161 5.4578
42 H 4.3899 -5.6597 4.2109
43 H 3.5321 -5.3965 2.6922
44 H 3.0664 -6.7503 3.7424
45 H 1.9105 -3.0095 5.0468
46 C -1.4299 5.7913 -4.8171
47 N -1.6999 4.4437 -4.3582
48 C -3.0738 4.0431 -4.0952
49 C -0.7210 3.5421 -4.1656
50 O -0.9044 2.3998 -3.7855
51 H -1.7726 6.5227 -4.0829
52 H -1.9372 5.9829 -5.7644
53 H -0.3596 5.9197 -4.9635
54 H -3.1916 3.7405 -3.0542
55 H -3.3506 3.1982 -4.7260
56 H -3.7346 4.8808 -4.3008
57 H 0.2845 3.9380 -4.3868

Forces on the atoms, in the same order (eV/Å):
-0.019 -0.152 0.089
0.198 0.097 0.168
-0.213 -0.025 -0.033
0.316 0.111 0.117
0.412 -0.306 -0.297
-0.144 -0.022 0.168
0.404 0.218 0.178
-0.817 -0.218 0.402
0.082 0.241 -0.023
0.424 -0.087 -0.180
0.069 0.229 -0.116
-0.220 0.034 -0.320
-0.139 -0.077 0.303
0.253 -0.149 0.072
-0.238 -0.082 -0.035
0.076 0.151 -0.047
0.055 -0.173 -0.126
-0.161 -0.008 0.038
-0.081 0.035 -0.039
-0.168 0.110 0.051
-0.010 0.158 0.083
0.059 0.038 -0.001
-0.126 -0.034 0.112
0.084 0.037 -0.145
-0.127 -0.192 -0.040
0.032 -0.220 -0.116
-0.024 -0.031 -0.100
0.136 0.131 -0.103
-0.094 -0.012 0.023
-0.008 0.034 -0.001
0.046 0.081 -0.027
0.031 0.056 -0.048
-0.049 -0.051 0.088
0.116 -0.027 -0.065
-0.025 -0.113 0.030
-0.002 0.103 0.013
-0.096 0.158 -0.064
0.013 -0.030 -0.079
-0.036 -0.002 0.018
-0.032 0.000 0.018
-0.004 0.019 0.005
0.012 -0.015 -0.013
0.007 -0.026 -0.015
-0.018 -0.011 0.004
0.021 -0.018 0.035
-0.096 -0.082 0.041
-0.049 0.096 -0.005
0.098 -0.058 -0.001
0.042 -0.019 -0.052
0.018 0.022 0.061
0.020 0.029 -0.014
0.021 0.029 -0.011
0.018 -0.006 0.000
-0.035 0.018 0.007
-0.022 -0.003 0.006
-0.001 0.020 -0.003
-0.011 -0.004 -0.011

- multiplicity = 1
- SMILES = O=C(NCCCCS(=O)(=O)O)OCCCS.CN(C)C=O.CN(C)C=O
- E (hartree) = -2039.35041
- frontier orbital gap (eV) = 9.220
- F_max (eV Å⁻¹) = 0.936

[2]
The following is a DFT calculation (ωB97M-V with the def2-TZVPD basis set) of a 6-piece molecular cluster, C14H31NO15 overall at a distorted geometry.

Element x y z (Å)
1 C 19.2345 -24.2573 3.4991
2 N 18.9481 -25.5584 4.0932
3 O 19.8552 -26.3682 4.1364
4 O 17.9135 -25.7792 4.7099
5 H 20.2213 -24.1038 3.9360
6 H 18.4533 -23.5156 3.6656
7 H 19.3480 -24.3600 2.4199
8 C 20.3321 -28.7567 -0.5711
9 O 19.5888 -27.7056 -0.9615
10 C 19.0720 -26.7593 -0.0479
11 O 19.2867 -26.7538 1.1701
12 O 18.4480 -25.7641 -0.7592
13 C 18.0856 -24.6330 -0.0749
14 H 19.6882 -29.5129 -0.1219
15 H 21.0380 -28.4574 0.2036
16 H 20.8597 -29.3283 -1.3347
17 H 17.4149 -24.7911 0.7697
18 H 17.7183 -23.9161 -0.8092
19 H 18.9487 -24.2547 0.4730
20 C 13.7354 -21.3845 5.1269
21 O 14.4119 -22.4311 5.7725
22 C 15.7362 -22.4570 5.6836
23 O 16.3720 -21.5215 5.2408
24 O 16.1974 -23.5195 6.2341
25 C 17.6133 -23.6961 6.3424
26 H 12.6537 -21.4920 5.0466
27 H 13.9643 -21.3354 4.0624
28 H 14.0157 -20.4215 5.5537
29 H 18.0097 -24.0765 5.4010
30 H 17.8721 -24.4799 7.0543
31 H 18.2341 -22.8276 6.5626
32 C 14.3211 -23.1389 -3.5919
33 O 14.0329 -23.1632 -2.1866
34 C 14.7924 -23.8166 -1.3290
35 O 15.7249 -24.5682 -1.6321
36 O 14.4714 -23.4631 -0.0483
37 C 13.1635 -23.2900 0.3863
38 H 15.3146 -22.7031 -3.6967
39 H 13.4919 -22.7147 -4.1582
40 H 14.3900 -24.1416 -4.0138
41 H 13.0948 -22.5203 1.1550
42 H 12.8622 -24.2491 0.8075
43 H 12.4780 -23.0121 -0.4144
44 C 15.4986 -24.7334 4.2254
45 O 15.3313 -23.6745 3.2797
46 C 16.1108 -23.6384 2.1512
47 O 17.1115 -24.3231 1.9849
48 O 15.7356 -22.7083 1.2849
49 C 16.6553 -22.3672 0.2125
50 H 14.7338 -24.7362 5.0021
51 H 16.4748 -24.7454 4.7101
52 H 15.4626 -25.7501 3.8340
53 H 16.6683 -23.0861 -0.6066
54 H 17.6438 -22.3189 0.6693
55 H 16.2657 -21.4699 -0.2682
56 C 16.0264 -20.8576 2.8674
57 O 16.8544 -20.0476 3.7052
58 H 16.3024 -20.6722 1.8294
59 H 16.2126 -21.9209 3.0188
60 H 14.9868 -20.6335 3.1063
61 H 16.7904 -20.4497 4.5746

Forces on the atoms, in the same order (eV/Å):
0.888 0.339 -0.670
0.242 -2.379 1.435
0.150 0.582 -0.778
0.551 -0.588 -1.053
-0.153 0.862 -0.104
0.439 -0.230 0.353
0.087 -0.360 0.284
0.921 -2.323 2.685
-2.739 4.092 -0.797
1.286 0.366 0.378
-0.688 -0.230 -2.954
1.939 -4.345 -0.757
0.951 0.238 -0.586
-0.112 -0.172 0.324
0.246 -0.099 0.021
-0.124 0.923 -0.682
0.267 -0.927 -2.915
1.234 -1.285 0.080
0.509 0.441 -0.273
-0.201 1.314 -1.414
-0.560 -1.302 0.312
-0.597 2.617 0.273
-0.508 -3.361 2.903
0.987 -0.439 2.340
1.546 0.077 -0.444
0.038 -0.579 1.193
0.389 -0.311 0.409
-0.172 -0.031 0.121
-0.628 0.688 0.714
-0.771 0.128 0.200
-0.824 0.514 0.311
0.718 -1.299 -0.065
-1.134 0.606 -0.391
0.695 -1.278 -0.286
-2.316 1.606 0.735
-0.499 -2.417 -4.160
-1.561 -0.267 -0.040
-0.337 0.429 -0.433
0.245 0.731 0.613
0.168 -0.306 0.410
0.470 -0.030 -0.013
-0.356 0.087 0.143
0.087 -0.027 -0.057
0.483 -2.175 0.074
-0.527 -0.008 -1.817
0.697 -0.312 0.321
-2.849 1.506 4.823
1.615 -0.066 2.435
-0.462 0.203 0.284
-0.210 0.740 -0.589
-1.115 0.443 -1.041
-0.234 0.174 -1.017
-0.553 0.613 1.089
-0.046 0.554 -0.368
0.228 0.440 0.767
1.602 1.153 0.707
0.363 1.604 -2.596
-0.307 0.599 0.312
0.116 1.520 0.763
0.116 -0.008 -0.890
0.313 0.965 -0.623

- multiplicity = 1
- ΔE to the lowest compared entry with this formula, charge and spin (eV) = 8.6327
- SMILES = C[N+](=O)[O-].COC(=O)OC.COC(=O)OC.COC(=O)OC.COC(=O)OC.CO
- E (hartree) = -1734.97431
- frontier orbital gap (eV) = 9.288
- F_max (eV Å⁻¹) = 5.800

[3]
The following is a DFT calculation (ωB97M-V with the def2-TZVPD basis set) of C14H32B2O3Pt as an isolated structure at a distorted geometry.

Element x y z (Å)
1 C -1.2984 0.0997 4.8581
2 C -0.3751 1.3622 4.2866
3 O -1.0885 2.2254 3.3318
4 B -1.3688 1.4910 2.0510
5 O -0.5375 0.2949 1.7357
6 B -2.6133 2.0678 1.1356
7 C -2.8792 1.7804 -0.4609
8 C -1.5601 1.3112 -1.3147
9 C -0.5955 2.6179 -1.7127
10 C -0.0574 2.5844 -3.2564
11 C 1.3011 1.7214 -3.5268
12 C 2.2815 1.5023 -2.2362
13 C 1.8295 0.1578 -1.4137
14 C 3.1158 -0.6574 -0.7233
15 C 2.6072 -2.2113 -0.5038
16 C 1.3047 -2.3302 0.5340
17 C 0.8680 -3.8843 0.8467
18 O -0.5771 -4.0957 1.0232
19 C -1.3247 -3.9385 -0.2347
20 H -2.3034 0.4844 5.3199
21 H -1.4124 -0.7785 4.0921
22 H -0.6683 -0.3465 5.7681
23 H 0.6913 1.0080 3.9244
24 H -0.1668 2.0396 5.2477
25 H -1.0567 -0.5469 1.9546
26 H -3.4299 2.7321 1.7075
27 H -3.7649 1.0100 -0.6434
28 H -3.2621 2.8074 -0.9330
29 H -1.9661 0.9032 -2.3573
30 H -0.9601 0.4284 -0.8357
31 H 0.2203 2.8020 -0.8943
32 H -1.3356 3.5527 -1.6402
33 H -0.9198 2.0655 -3.8986
34 H 0.0415 3.6737 -3.6976
35 H 1.1341 0.6628 -4.0203
36 H 1.9378 2.3395 -4.3261
37 H 3.4124 1.3827 -2.6014
38 H 2.2593 2.4972 -1.6058
39 H 1.1915 0.5386 -0.4839
40 H 1.2075 -0.5772 -2.1104
41 H 3.2564 -0.1677 0.3469
42 H 4.0892 -0.5877 -1.3932
43 H 3.5280 -2.8067 -0.0600
44 H 2.2297 -2.6326 -1.5340
45 H 1.5885 -1.8252 1.5662
46 H 0.3775 -1.7393 0.0778
47 H 1.4167 -4.2841 1.8079
48 H 1.2853 -4.5317 -0.0578
49 H -1.8111 -2.8559 -0.1997
50 H -2.1787 -4.7404 -0.3808
51 H -0.5459 -3.9413 -1.1131
52 Pt -3.1174 -0.6653 -1.4455

Forces on the atoms, in the same order (eV/Å):
1.300 0.202 0.768
0.640 -0.173 2.722
-0.270 -3.583 -3.359
3.752 -0.423 3.728
-3.036 0.512 0.715
-1.828 0.405 -0.584
2.596 1.337 -1.812
-1.266 -1.130 1.387
-0.625 1.700 -1.191
-0.582 -0.937 -0.454
1.570 0.458 -0.677
0.148 -0.043 -0.627
0.704 0.780 0.991
-1.731 0.098 0.256
-0.067 0.039 0.394
0.399 1.144 0.199
1.403 -0.827 -0.346
0.430 0.656 -2.391
1.152 -0.204 -0.130
1.875 -0.761 -1.216
-0.042 1.755 1.386
-1.385 0.932 -2.012
-2.403 0.623 0.311
-0.574 -1.336 -2.278
1.223 1.603 -0.370
0.038 -0.237 -0.359
-0.128 -0.236 0.297
0.417 -2.419 0.631
0.331 0.456 0.464
-0.698 1.882 -0.308
-1.463 -0.950 -1.436
1.465 -2.119 -0.154
1.741 1.336 1.288
-0.119 -2.149 1.253
-0.038 2.184 1.001
-1.518 -1.376 1.659
-2.598 0.191 0.662
0.108 -2.134 -0.938
0.969 -1.100 -1.997
1.258 1.558 1.408
0.153 -1.034 -2.338
-2.103 -0.280 1.524
-2.085 0.910 -1.063
1.082 0.603 1.929
-0.715 -0.959 -2.116
1.936 -1.299 0.933
-1.448 0.947 -1.799
-1.156 1.196 1.675
0.362 -1.202 -0.223
1.813 1.626 0.653
-1.760 -0.107 1.497
0.775 1.885 0.452

- multiplicity = 1
- net charge = +2
- E (hartree) = -946.22208
- frontier orbital gap (eV) = 2.830
- F_max (eV Å⁻¹) = 5.306

What is the E in the third record?
-946.22208 hartree

Number 2 is which compound?
C14H31NO15